Run P
# C20H12BCo2F3O7S

A structure of composition C20H12BCo2F3O7S (ωB97M-V/def2-TZVPD, the Open Molecules 2025 dataset).

The geometry in XYZ format:
```
46
Properties=species:S:1:pos:R:3:mulliken_charge:R:1
C 0.34472 3.58188 -0.53929 -0.820
O 0.14265 2.19526 -0.83214 -0.322
C 0.01876 1.33607 0.16322 0.537
C -0.54730 0.10446 -0.14402 0.258
B -0.85406 -0.38538 -1.70123 0.599
F -1.84956 0.45902 -2.19966 -0.357
F 0.38316 -0.25671 -2.35113 -0.368
F -1.26791 -1.72004 -1.55301 -0.424
S -0.65963 -0.83513 1.31648 -0.125
C 0.06120 0.37606 2.29586 -0.435
C 0.38505 1.50370 1.57510 -0.787
H 0.32274 4.08472 -1.50801 0.248
H -0.45442 3.97197 0.10648 0.356
H 1.32029 3.74363 -0.06003 0.321
H 0.26856 0.18206 3.34110 0.555
H 0.83790 2.41373 1.95811 0.337
O -1.60677 1.17637 4.60233 -0.313
C -2.65363 0.67472 4.63884 0.168
Co -4.30579 0.10120 4.67747 0.051
C -5.15378 1.60835 4.51813 0.278
O -5.69890 2.62237 4.37245 -0.297
C -4.71125 -0.44792 3.06861 0.229
O -4.96747 -0.65044 1.95913 -0.283
C -4.79061 -0.52476 6.55517 1.354
C -4.55720 0.49719 7.56862 0.849
C -3.31960 1.17981 7.65729 -0.162
C -3.19859 2.30706 8.46618 -0.783
C -4.26513 2.69831 9.28112 -0.432
C -5.44887 1.94465 9.30448 -0.619
C -5.59706 0.84184 8.46054 -0.595
C -5.84369 -1.46615 6.40005 -0.429
C -7.17351 -1.60464 6.39369 -0.797
Co -4.27284 -2.15795 6.06181 0.047
C -2.51942 -1.98920 5.91259 0.414
O -1.36852 -1.94538 5.84224 -0.329
C -4.60828 -2.84290 4.44641 0.072
O -4.72861 -3.45168 3.46986 -0.289
C -4.27346 -3.56148 7.17175 0.119
O -4.24484 -4.46403 7.89294 -0.325
H -2.46870 0.82389 7.06896 0.443
H -2.25415 2.86072 8.46559 0.392
H -4.16992 3.57991 9.91240 0.389
H -6.26245 2.19791 9.98624 0.391
H -6.51242 0.24164 8.45544 0.336
H -7.60206 -2.59851 6.27321 0.266
H -7.84567 -0.74465 6.47268 0.284
```

Summary:
- E_HOMO (eV) = -7.1

---

Run Q
# C20H12BCo2F3O7S

A structure of composition C20H12BCo2F3O7S (ωB97M-V/def2-TZVPD, the Open Molecules 2025 dataset).

The geometry in XYZ format:
```
46
Properties=species:S:1:pos:R:3:mulliken_charge:R:1
C 1.37149 3.82947 -4.43732 -0.876
O 0.25207 2.99836 -4.80962 -0.350
C -0.39591 2.41190 -3.82410 0.388
C -1.52611 1.65713 -4.12932 0.256
B -2.16666 1.36783 -5.64833 0.575
F -2.00126 2.54819 -6.37227 -0.369
F -1.43733 0.28378 -6.15434 -0.379
F -3.51255 1.06075 -5.37878 -0.423
S -2.13980 1.00939 -2.64826 -0.257
C -0.93430 1.72821 -1.66270 0.004
C -0.05250 2.47765 -2.39441 -0.921
H 1.76009 4.23711 -5.37462 0.241
H 1.06425 4.65584 -3.77390 0.343
H 2.15822 3.24663 -3.92902 0.341
H -0.94381 1.59715 -0.58327 0.202
H 0.79767 3.05957 -2.01723 0.311
O -2.97692 -4.95364 3.61785 -0.277
C -2.46601 -3.94134 3.35955 0.233
Co -1.65397 -2.46641 2.82906 0.124
C -2.86546 -1.18538 2.75747 0.245
O -3.53483 -0.25915 2.56825 -0.260
C -0.62940 -1.95227 4.15729 0.227
O 0.14166 -1.54248 4.92154 -0.274
C -0.99166 -2.93370 0.81542 0.115
C -0.30185 -1.85433 1.37622 -0.492
C -0.39394 -0.49787 1.35705 0.070
C 0.61726 0.42147 1.83599 0.473
C 0.24497 1.75971 2.13008 -0.332
C 1.17453 2.63540 2.66484 -0.873
C 2.49265 2.19834 2.89776 -0.352
C 2.87752 0.88262 2.60072 -0.800
C 1.94610 -0.00311 2.06390 0.089
Co 0.57262 -3.76825 1.12064 0.234
C -0.03479 -5.38489 1.48758 0.205
O -0.46475 -6.42406 1.75634 -0.266
C 1.88066 -3.52886 2.23371 0.069
O 2.72056 -3.28280 2.98403 -0.264
C 1.26295 -3.68881 -0.48392 0.132
O 1.69398 -3.50987 -1.53739 -0.223
H -1.62997 -2.88995 -0.08052 0.449
H -1.33933 -0.06913 0.97465 0.855
H -0.80156 2.02962 1.93074 0.387
H 0.85984 3.65817 2.88591 0.403
H 3.21843 2.89706 3.30749 0.410
H 3.89450 0.52627 2.77994 0.417
H 2.19265 -1.04131 1.82530 0.187
```

Summary:
- E_HOMO (eV) = -6.2

---

Most stable to least stable, the ends of the list are run Q and run P.

---

Run P
# C5H9ClS2

The molecule C5H9ClS2 (ωB97M-V/def2-TZVPD, the Open Molecules 2025 dataset).

The geometry in XYZ format:
```
17
Properties=species:S:1:pos:R:3:mulliken_charge:R:1
C -0.66007 -3.67533 1.43449 -0.831
S -0.15312 -2.06269 2.14091 -0.047
C -0.11393 -0.98529 0.56472 -0.017
C 0.51803 -1.72365 -0.61733 -1.166
S 0.56514 0.66289 0.83833 -0.103
C -0.36761 1.59012 -0.36137 -0.348
C 0.34551 1.95595 -1.51020 -0.095
Cl -0.21740 3.20763 -2.60519 -0.180
H -0.71623 -4.24288 2.31074 0.332
H -1.66603 -3.68727 0.95513 0.283
H 0.17710 -4.00604 0.76003 0.251
H -1.12653 -0.86416 0.26452 0.280
H 1.63788 -1.76316 -0.60289 0.291
H 0.02906 -2.70892 -0.74079 0.382
H 0.38848 -1.10926 -1.56810 0.299
H -1.44246 1.76183 -0.14481 0.386
H 1.49043 1.51607 -1.67518 0.283
```

Summary:
- E_HOMO (eV) = -8.8
- SMILES = CS[C@H](C)S/C=C/Cl

---

Run Q
# C5H9ClS2

The molecule C5H9ClS2 (ωB97M-V/def2-TZVPD, the Open Molecules 2025 dataset).

The geometry in XYZ format:
```
17
Properties=species:S:1:pos:R:3:mulliken_charge:R:1
S -0.02159 -2.50635 -0.17632 -0.205
C 0.11977 -0.70426 -0.38495 -0.123
C -0.51880 0.20676 0.71979 0.039
C -1.92166 0.70118 0.45885 -0.819
Cl -2.11333 1.47139 -1.16827 -0.212
C 0.65902 1.13296 0.52906 -0.789
C 1.45492 -0.06138 -0.00129 -0.324
S 2.70404 0.11222 -1.29766 -0.245
H -0.97594 -2.55824 -1.10594 0.140
H -0.22897 -0.38521 -1.42627 0.291
H -0.51623 -0.35287 1.65738 0.397
H -2.21398 1.45650 1.19552 0.378
H -2.64638 -0.14486 0.51138 0.347
H 0.41084 1.77513 -0.27441 0.315
H 1.05116 1.70248 1.37171 0.314
H 1.86373 -0.63098 0.83366 0.373
H 2.89342 -1.21446 -1.44223 0.123
```

Summary:
- E_HOMO (eV) = -9.0
- SMILES = S[C@H]1[C@H](CCl)C[C@@H]1S

---

Run R
# C5H9ClS2

A structure of composition C5H9ClS2 (ωB97M-V/def2-TZVPD, the Open Molecules 2025 dataset).

The geometry in XYZ format:
```
17
Properties=species:S:1:pos:R:3:mulliken_charge:R:1
C 0.88589 2.81448 -0.38242 -0.753
C 0.38613 0.15417 0.45034 -0.205
C 0.04432 -2.36474 1.51907 -0.867
C 0.53674 -0.46862 -0.90804 0.085
C 1.73324 -0.72649 -1.43985 -0.692
H 0.44500 3.81783 -0.52740 0.325
H 1.64616 2.89133 0.41488 0.251
H 1.33554 2.36735 -1.29435 0.245
H 1.39628 0.30709 0.87691 0.332
H -0.70973 -3.05669 1.85803 0.352
H 0.97784 -2.59101 2.01313 0.279
H 0.17516 -2.54255 0.46711 0.298
H 1.87436 -1.12468 -2.44768 0.284
H 2.63530 -0.47151 -0.89975 0.280
S -0.40284 1.80971 0.40116 -0.033
S -0.55037 -0.66770 1.73784 -0.038
Cl -0.94368 -0.84248 -1.77173 -0.143
```

Summary:
- E_HOMO (eV) = -8.8

---

Most stable to least stable, the ends of the list are run Q and run P.

---

Run P
# C3H5N3

A cluster of 2 separate species, C3H5N3 in total (ωB97M-V/def2-TZVPD, the Open Molecules 2025 dataset).

The geometry in XYZ format:
```
11
Properties=species:S:1:pos:R:3:mulliken_charge:R:1
C 0.19926 -0.74855 0.14562 -0.064
C 1.28088 0.20391 0.47037 -0.430
C 0.14967 0.67824 -0.36186 -0.426
N -2.57504 -2.40900 1.17016 -0.753
N -2.55221 -0.12812 1.02073 -0.499
N -2.41477 -1.23104 1.03602 0.948
H 1.24542 0.20302 1.60748 0.198
H 2.22229 -0.08929 0.09190 0.256
H 0.17040 0.94091 -1.42608 0.271
H -0.68074 1.09541 0.19362 0.200
H -1.89972 -2.92282 0.62367 0.300
```

Summary:
- E_HOMO (eV) = -9.6

---

Run Q
# C3H5N3

The molecule C3H5N3 (ωB97M-V/def2-TZVPD, the Open Molecules 2025 dataset).

The geometry in XYZ format:
```
11
Properties=species:S:1:pos:R:3:mulliken_charge:R:1
N -1.63338 1.58700 -0.13499 -0.624
C -0.57053 0.83591 0.03902 0.617
C -0.55448 -0.70571 0.07012 -0.414
N 0.73603 -1.28954 -0.17987 -0.443
C 1.73811 -0.55022 -0.19751 -0.177
N 0.50866 1.51232 0.33574 -0.506
H -2.46511 1.03980 0.09046 0.241
H -0.89851 -1.05652 1.05001 0.289
H -1.26769 -1.06147 -0.68204 0.314
H 2.75677 -0.90141 -0.36386 0.302
H 1.65013 0.58985 -0.02709 0.402
```

Summary:
- E_HOMO (alpha / beta) (eV) = -9.0 / -9.8

---

Most stable to least stable, the ends of the list are run Q and run P.

---

Run P
# C3H5N3

The molecule C3H5N3 (ωB97M-V/def2-TZVPD, the Open Molecules 2025 dataset).

The geometry in XYZ format:
```
11
Properties=species:S:1:pos:R:3:mulliken_charge:R:1
H -0.94905 1.86315 -0.00741 0.326
N 0.04555 1.85334 -0.02019 -0.646
C 0.28942 0.57054 -0.03982 0.033
C 1.64880 0.04533 -0.01217 -0.507
C 2.80225 -0.30404 0.00590 0.336
N -0.61238 -0.48541 -0.04756 -0.061
N -1.97115 -0.27928 -0.04925 -0.631
H 3.72438 -0.70625 -0.23276 0.463
H -0.14569 -1.35918 0.36196 0.244
H -2.44380 -0.80851 -0.81268 0.240
H -2.38833 -0.38967 0.85397 0.202
```

Summary:
- E_HOMO (eV) = -9.3
- SMILES = [H]/N=C(/C#C)NN

---

Run Q
# C3H5N3

The molecule C3H5N3 (ωB97M-V/def2-TZVPD, the Open Molecules 2025 dataset).

The geometry in XYZ format:
```
11
Properties=species:S:1:pos:R:3:mulliken_charge:R:1
C 0.54590 0.33435 0.74403 -0.432
N -0.82304 -0.61523 -0.69943 -0.081
C 0.42572 0.02548 -0.73850 0.387
C -0.85247 -0.28763 1.04459 0.064
N -1.08450 -1.48613 0.53891 -0.630
N 1.02277 0.32624 -1.80482 -0.688
H -1.55189 -0.58259 -1.39723 0.233
H 1.88267 0.83981 -1.62897 0.239
H 1.34814 -0.18284 1.27299 0.275
H 0.61382 1.41040 0.91865 0.284
H -1.52711 0.21813 1.74979 0.350
```

Summary:
- E_HOMO (eV) = -7.9

---

Run R
# C3H5N3

The molecule C3H5N3 (ωB97M-V/def2-TZVPD, the Open Molecules 2025 dataset).

The geometry in XYZ format:
```
11
Properties=species:S:1:pos:R:3:mulliken_charge:R:1
C -1.54540 -0.03082 -0.02845 -0.776
C -0.03119 -0.00807 0.04121 0.595
N 0.63865 0.55879 1.05669 -0.551
C 1.95039 0.30915 0.64597 -0.086
N 1.91576 -0.25565 -0.61210 0.126
N 0.61712 -0.47570 -0.95651 -0.591
H -1.86132 1.04629 0.24094 0.195
H -1.72279 -0.34083 -1.08676 0.261
H -2.12313 -0.70752 0.51035 0.278
H 2.86950 0.80898 1.08739 0.315
H 2.65246 -0.74075 -1.05648 0.235
```

Summary:
- E_HOMO (eV) = -9.9
- SMILES = Cc1nc[nH]n1

---

Run S
# C3H5N3

The molecule C3H5N3 (ωB97M-V/def2-TZVPD, the Open Molecules 2025 dataset).

The geometry in XYZ format:
```
11
Properties=species:S:1:pos:R:3:mulliken_charge:R:1
C 0.60969 -1.39450 -0.81633 -1.036
C 0.16813 -0.00723 -0.34947 0.660
C -0.72665 0.05422 0.90029 -0.148
N -0.96926 1.29041 1.16260 -0.410
N -0.43086 2.05607 0.21548 -0.050
N 0.40564 1.21478 -0.73979 -0.553
H 1.02735 -1.88978 0.07057 0.279
H -0.28818 -1.96353 -1.08975 0.279
H 1.33588 -1.51458 -1.63011 0.327
H -1.18746 -0.67471 1.59031 0.385
H 0.05572 2.82884 0.68620 0.268
```

Summary:
- E_HOMO (eV) = -9.9
- SMILES = Cc1cn[nH]n1

---

Most stable to least stable, the ends of the list are run R and run Q.